(1)
6 unconnected molecules or ions with the total composition C51H45N2O22PS at a distorted geometry. Source: the Open Molecules 2025 dataset; level of theory: wB97M-V/def2-TZVPD.

Summary:
SMILES string: OCCCCc1cc(CCO)c2nc([PH2]=S)cnc2c1Cc1ccccc1.O=C1C=C(O)C(=O)C=C1O.O=C1C=C(O)C(=O)C=C1O.O=C1C=C(O)C(=O)C=C1O.O=C1C=C(O)C(=O)C=C1O.O=C1C=C(O)C(=O)C=C1O
Net charge: 0
Kohn-Sham gap: 6.75 eV
E_tot: -121763.1354 eV

Positions of all 122 atoms, in Å:
1 H -1.14076 -2.85542 1.03169
2 H 3.06092 -0.73739 2.85362
3 N 3.57162 -0.72264 -1.41879
4 O -4.67956 -4.14210 9.89253
5 C 1.72335 6.24207 -1.40373
6 H -5.91389 -3.36837 12.09050
7 C -6.33277 0.27070 4.86595
8 C -4.62608 4.15998 -5.55877
9 C 2.60027 -3.16669 1.07449
10 C -1.60356 -3.30830 0.14451
11 O -6.60539 1.42532 -6.98656
12 C 4.55978 -0.28851 1.37587
13 H -6.77888 -0.55167 7.98549
14 C -6.65586 -0.67036 3.80529
15 C -4.58445 1.30618 -5.68677
16 C 1.54599 -2.03464 -1.27484
17 H 5.31021 -4.04867 -0.48795
18 H 4.26216 -0.51506 -7.49862
19 C 2.79742 -1.64398 -0.77519
20 H 6.03323 0.38791 0.01142
21 O -3.67866 -0.46632 1.86396
22 C 4.24480 2.35224 2.16126
23 C -5.48975 -3.09179 10.02866
24 C -5.67876 3.45286 -6.27517
25 C 0.80957 -3.02577 -0.55635
26 H 3.60966 0.46223 -3.10830
27 C 0.22035 5.30182 0.24941
28 H -0.94724 -2.91496 -1.86401
29 H 5.71657 2.78309 0.67437
30 C -4.44786 -0.20747 2.77299
31 C 5.41599 3.19866 -8.31656
32 C -7.19640 -0.81898 10.05117
33 O -5.14490 -2.58669 7.76788
34 H -6.45275 4.04714 -6.74014
35 C 1.32697 -3.57922 0.55955
36 C 3.05141 -3.89921 2.34341
37 H 5.73289 4.21738 -8.48946
38 P 1.11579 0.09021 -4.56412
39 C -3.51909 2.01510 -4.99012
40 H -6.36150 0.48578 -6.87932
41 O -4.59287 5.37281 -5.45258
42 H -3.07761 -2.10333 0.48260
43 O -4.77044 1.85272 5.78287
44 C 4.90832 0.88221 -9.04280
45 H -2.82512 4.98475 -4.40457
46 C -5.66535 2.11620 -6.34086
47 C 5.02786 -5.07613 -0.21507
48 H 4.12886 3.39724 2.43560
49 H 5.55870 -4.50638 1.79609
50 C 4.99228 -5.31294 1.30749
51 H 3.63832 -5.89084 2.86794
52 H -5.26069 -1.74174 1.24571
53 H -2.73441 1.42183 -4.53705
54 O -7.08100 0.50965 5.79604
55 C -5.78041 -0.90038 2.81872
56 H -0.11639 3.48359 1.60399
57 H 2.13049 -4.03974 2.92728
58 C 3.66286 0.03233 2.37214
59 H -1.99366 -4.30411 0.41979
60 H 2.83825 3.08796 -0.35332
61 O 2.12589 7.19229 -2.24791
62 N 0.98580 -1.53384 -2.40831
63 C -3.53273 3.35146 -4.92862
64 O -0.78049 5.35246 0.93890
65 O -8.02561 0.21600 10.18026
66 O -2.57685 4.04681 -4.30307
67 C -4.13584 0.75104 3.82068
68 H 3.76893 -3.32150 2.92976
69 C 1.09528 4.08593 0.33920
70 O -7.49415 -1.28836 12.32567
71 H -8.30490 0.21719 11.11566
72 S -0.77528 -0.30452 -4.85580
73 C 3.51321 1.34812 2.76178
74 C -5.01377 0.98274 4.80446
75 O -6.04240 -1.75277 1.82788
76 O 5.68003 2.58340 -10.55781
77 C 5.32386 0.69739 0.77482
78 C 0.61718 6.36859 -0.66020
79 C 2.58311 5.01468 -1.33281
80 O -4.63891 0.09417 -5.76718
81 H -0.52543 -4.56993 -1.20765
82 H 2.94383 6.85275 -2.65885
83 C 5.13937 2.00073 1.16964
84 O 5.07203 3.61069 -6.02378
85 C 5.35347 2.29146 -9.29977
86 C 1.76756 -0.66094 -2.99180
87 H 5.81959 -5.71634 -0.64362
88 H 4.45891 1.94898 -4.92581
89 C 5.05073 2.83028 -6.95640
90 C -6.61210 -1.12631 8.88630
91 C 4.63158 1.41485 -6.69536
92 O -2.66948 -2.47531 -0.30778
93 H 5.43985 -1.86883 0.14852
94 C 3.58171 -5.30324 1.93598
95 C -0.57144 -3.49202 -1.01683
96 H -0.01140 7.24681 -0.70405
97 H 5.54661 1.76052 -11.06578
98 H 1.86929 -0.34795 -5.67332
99 C 3.32217 -2.21225 0.42027
100 O 4.85396 0.10697 -9.97671
101 H -4.39560 -4.13824 8.95871
102 C -6.07052 -2.78404 11.19480
103 H -7.61637 -1.16371 3.85147
104 H 2.81093 1.63032 3.54534
105 H 4.99379 -2.39262 1.75790
106 C 3.04209 -0.26511 -2.52705
107 C -6.95012 -1.62655 11.29174
108 H 1.23861 1.49233 -4.41142
109 H -5.55734 1.83118 6.36025
110 H 0.75258 -4.34114 1.08438
111 O 3.56698 4.94950 -2.04731
112 H 3.75152 -4.91924 -1.68841
113 C 2.20010 3.96013 -0.40732
114 O 4.32842 1.11859 -5.42633
115 O 0.70630 3.14703 1.20023
116 H -3.18171 1.25586 3.76721
117 C -5.71563 -2.26793 8.79552
118 O 3.78647 -5.38266 -0.84589
119 C 4.56490 0.50788 -7.67518
120 C 4.68575 -1.74422 0.93731
121 H 2.85345 -5.83694 1.31419
122 H 5.51341 -6.24282 1.56004

Here are the Löwdin charges for atoms 1 to 8, given in e: atom 1 (H): 0.1136, atom 2 (H): 0.1193, atom 3 (N): 0.1723, atom 4 (O): 0.1120, atom 5 (C): -0.2360, atom 6 (H): 0.1361, atom 7 (C): -0.3079, atom 8 (C): -0.3187

(2)
11 unconnected molecules or ions with the total composition C44H121N11O11 at a distorted geometry. Source: the Open Molecules 2025 dataset; level of theory: wB97M-V/def2-TZVPD.

Summary:
SMILES string: COC[C@H](C)N.COC[C@H](C)N.COC[C@H](C)N.COC[C@H](C)N.COC[C@H](C)N.COC[C@H](C)N.COC[C@H](C)N.COC[C@H](C)N.COC[C@H](C)N.COC[C@H](C)N.COC[C@H](C)N
Net charge: 0
Kohn-Sham gap: 8.59 eV
E_tot: -86491.9812 eV
Energy above the lowest of the compared OMol25 structures with the same formula, charge and spin: 167.3 kcal per mole

Positions of all 187 atoms, in Å:
1 H 15.74076 -25.73735 -8.00459
2 C 22.57527 -24.56554 -10.84393
3 H 17.90702 -20.83775 -1.57899
4 H 18.28949 -29.10088 -16.27088
5 C 19.60842 -28.26011 -7.24749
6 H 23.24746 -26.65490 -12.42794
7 N 24.06452 -20.02660 -4.26143
8 H 23.04470 -25.02321 -7.33721
9 C 22.75920 -21.91942 -4.96781
10 H 12.59060 -26.87742 -7.70559
11 H 20.68977 -28.15133 -7.33088
12 H 18.79573 -21.84194 0.71895
13 H 12.12185 -25.94533 -14.45695
14 C 22.99810 -25.26434 -8.39918
15 H 19.18986 -26.62387 -5.01002
16 C 19.76401 -27.51950 -4.77276
17 H 19.59188 -23.09028 -0.09420
18 H 22.19770 -20.80102 0.16290
19 H 17.94751 -27.29920 -13.34970
20 H 21.79130 -18.41776 -10.23726
21 H 14.68833 -31.09504 -11.99608
22 H 20.95490 -18.73690 -1.65171
23 H 19.87004 -29.56815 -5.46968
24 C 18.83007 -21.31046 -1.91460
25 H 16.78284 -27.65572 -10.00190
26 H 21.92591 -21.21925 -4.90879
27 H 10.58681 -28.32655 -7.58435
28 C 10.49477 -26.82227 -12.40675
29 H 23.17196 -23.31888 -9.11473
30 H 22.42291 -16.65788 -2.37097
31 H 18.06799 -17.76778 -6.98540
32 H 20.94675 -16.70903 -5.87602
33 H 19.05829 -21.64070 -5.15959
34 O 25.16365 -19.37644 -6.85179
35 H 21.61859 -18.55820 -8.51465
36 H 21.24729 -23.37808 -8.10794
37 H 19.60211 -20.93304 2.66737
38 H 23.68820 -20.84149 -7.53394
39 C 12.27297 -25.06559 -12.14858
40 H 16.53905 -24.81482 -9.27710
41 H 23.11780 -17.58435 -1.01939
42 C 21.80579 -16.81726 -5.21387
43 H 22.43340 -22.39750 0.02091
44 H 14.02083 -27.89000 -9.65298
45 C 20.78398 -20.21195 -9.42893
46 H 24.97974 -19.61467 -4.37455
47 C 18.36374 -28.27537 -13.10080
48 C 17.47044 -28.51756 -11.91151
49 C 14.30379 -28.71947 -9.00489
50 H 22.98170 -19.70356 -6.56686
51 H 20.75143 -19.75600 1.78781
52 H 20.64290 -24.35476 -6.78192
53 H 26.62014 -20.71343 -7.65371
54 H 10.57973 -26.89719 -11.32265
55 C 23.63108 -26.61926 -11.40830
56 H 26.58839 -20.58428 -5.95658
57 H 24.88378 -21.65270 -4.98915
58 H 15.10909 -28.31211 -8.39362
59 H 17.40736 -19.33556 -7.70734
60 H 22.92486 -22.46460 -4.03860
61 H 9.42293 -26.76783 -12.59729
62 H 20.01222 -25.11130 -5.60294
63 H 24.04586 -25.50868 -8.57410
64 H 21.94903 -15.98159 -4.52886
65 H 7.69015 -28.82932 -6.28727
66 O 23.82200 -25.22950 -11.09006
67 H 20.36669 -17.90404 -3.56378
68 C 10.14108 -27.34472 -7.42491
69 H 19.64587 -27.75205 -3.71443
70 H 12.06676 -25.16473 -11.08287
71 H 21.91263 -20.75338 -2.20799
72 O 14.88605 -29.79307 -9.65589
73 C 20.84231 -21.82415 1.15709
74 H 8.12270 -26.67211 -7.43826
75 C 12.02680 -25.94860 -7.61881
76 C 14.22802 -31.98107 -11.55887
77 H 17.46527 -30.44853 -12.19390
78 H 15.53598 -25.68808 -12.22317
79 H 12.92524 -33.25782 -9.62041
80 C 21.81530 -18.75256 -2.32071
81 H 22.38743 -23.72004 -11.50570
82 H 19.16763 -20.89260 -2.86304
83 H 17.72548 -26.57003 -11.02693
84 N 20.14006 -24.16334 -5.92717
85 N 22.47180 -19.94223 -1.98557
86 H 22.81067 -27.18170 -10.96257
87 O 19.89468 -21.32141 -1.04384
88 O 19.31878 -18.80577 -8.24110
89 O 21.11201 -27.15824 -5.00276
90 H 18.54794 -24.14228 -8.19519
91 N 8.56523 -27.56073 -9.22428
92 H 23.69308 -17.76429 -2.67419
93 H 22.91830 -28.00227 -5.15735
94 H 23.20684 -19.98983 -2.67662
95 N 22.18148 -21.67098 0.67574
96 H 22.58514 -16.59379 -5.94240
97 C 18.00519 -24.39345 -7.28391
98 C 19.35958 -19.60618 -9.43699
99 C 23.92435 -20.24394 -6.65345
100 H 14.55190 -24.94282 -10.86519
101 H 19.18462 -27.35145 -7.67507
102 H 15.65417 -32.33029 -9.89867
103 H 14.37860 -32.87026 -12.17104
104 H 17.81433 -29.93392 -5.66325
105 C 11.02978 -25.49414 -12.87980
106 H 9.47407 -27.76637 -9.61390
107 H 22.72635 -22.61259 -5.80837
108 C 8.00693 -28.91786 -7.32646
109 C 22.52080 -24.15418 -9.37234
110 C 18.87521 -22.12179 -6.12039
111 H 18.62460 -20.40304 -9.32334
112 H 17.31538 -28.37304 -5.87382
113 H 13.50056 -28.91015 -8.29316
114 N 21.03952 -21.06575 -10.69160
115 H 27.02459 -19.15099 -6.80896
116 H 14.15605 -33.58104 -8.66221
117 H 17.94128 -21.60292 -6.33634
118 H 19.68254 -21.94605 -6.83134
119 H 10.17665 -27.23348 -6.34119
120 C 21.14463 -18.64567 -3.74514
121 C 14.66983 -25.09064 -11.93866
122 H 10.33143 -24.73320 -12.53141
123 H 18.54529 -22.30131 -2.26846
124 H 22.91324 -19.45341 -9.37299
125 O 10.74864 -26.20359 -8.10533
126 C 20.58528 -20.73315 2.24131
127 C 22.80142 -17.63204 -2.06137
128 H 8.78112 -29.67887 -7.42439
129 C 14.59274 -32.18812 -10.10178
130 O 13.45921 -25.68027 -12.53565
131 H 7.17286 -29.23696 -7.95144
132 C 14.10566 -30.98864 -9.32372
133 H 16.42913 -28.61088 -12.21985
134 H 24.60620 -27.08806 -11.27611
135 H 14.05867 -31.10666 -8.24115
136 C 23.99906 -21.09062 -5.28822
137 H 19.30826 -28.05026 -15.29293
138 H 14.89817 -24.15259 -12.44464
139 H 12.27887 -23.98669 -12.30369
140 H 21.75285 -29.13084 -4.52959
141 N 13.92319 -33.41304 -9.63054
142 H 8.44594 -26.61600 -9.56096
143 C 17.63954 -27.59749 -10.67330
144 H 15.00654 -24.26813 -8.46555
145 H 20.75434 -22.66905 1.84010
146 H 18.09343 -25.47061 -7.14236
147 H 12.57628 -25.36613 -8.35834
148 H 13.06766 -30.75874 -9.56415
149 H 22.03424 -21.19917 -10.57836
150 H 20.91595 -20.93973 -8.62830
151 H 19.40066 -29.13483 -7.86377
152 H 11.41464 -24.42658 -14.61344
153 H 20.95048 -20.44640 -11.48443
154 N 17.66047 -29.85558 -11.39992
155 H 11.97003 -25.47472 -6.63886
156 H 10.86624 -27.70755 -12.92288
157 H 16.92822 -29.78852 -10.70752
158 N 11.27982 -25.39560 -14.36260
159 H 20.61493 -19.50721 -4.15167
160 H 22.28201 -27.70532 -3.51816
161 C 21.87510 -19.12336 -9.41070
162 H 17.40132 -17.90765 -8.55908
163 C 18.01989 -18.44363 -7.83922
164 C 8.63868 -27.59018 -7.71936
165 H 23.47382 -19.25812 -4.54533
166 H 13.16456 -31.82415 -11.73925
167 H 22.37771 -26.14349 -8.57329
168 C 15.98595 -24.73020 -8.34167
169 C 18.78692 -29.00742 -15.30552
170 H 18.56146 -27.70965 -10.10271
171 C 19.71681 -22.04043 0.17094
172 O 16.64510 -23.96229 -7.35982
173 N 18.00425 -28.96822 -5.43641
174 C 22.04242 -28.08014 -4.51325
175 O 18.01895 -29.20864 -14.15037
176 N 21.14280 -23.75025 -9.04104
177 H 20.79460 -22.98280 -9.59771
178 C 26.36167 -20.01484 -6.85793
179 H 19.07222 -18.98311 -10.28393
180 H 18.25547 -23.93732 -5.18364
181 H 21.73828 -25.25654 -10.94417
182 H 19.42199 -28.14358 -12.87532
183 O 22.04337 -18.16912 -4.72659
184 C 19.39884 -28.61937 -5.72636
185 H 21.40019 -20.74830 2.96505
186 H 19.52899 -29.80552 -15.32729
187 C 18.77816 -23.67968 -6.10479

Here are the Löwdin charges for atoms 1 to 8, given in e: atom 1 (H): 0.0753, atom 2 (C): -0.1866, atom 3 (H): 0.0942, atom 4 (H): 0.0837, atom 5 (C): -0.0288, atom 6 (H): 0.0797, atom 7 (N): 0.0214, atom 8 (H): 0.0687

(3)
A single C2H2Cl2OS molecule at a distorted geometry. Source: the Open Molecules 2025 dataset; level of theory: wB97M-V/def2-TZVPD.

Summary:
SMILES string: OC(=S)C(Cl)Cl
Net charge: 0
Kohn-Sham gap: 9.16 eV
E_tot: -40032.6256 eV
Energy above the lowest of the compared OMol25 structures with the same formula, charge and spin: 26.4 kcal per mole

Positions of all 8 atoms, in Å:
1 H -1.10825 -0.33743 1.03370
2 Cl -1.51671 1.79764 -0.25195
3 O 1.10732 -0.60814 0.90927
4 S 1.67096 0.52802 -1.42672
5 H 2.16399 -0.64949 1.05111
6 Cl -2.11767 -0.89472 -1.02499
7 C 0.71150 0.04268 -0.25899
8 C -0.91115 0.12145 -0.03141

Löwdin charges in e: atom 1 (H): 0.0934, atom 2 (Cl): 0.5327, atom 3 (O): -0.1094, atom 4 (S): 0.7613, atom 5 (H): 0.1836, atom 6 (Cl): 0.4663, atom 7 (C): -0.9298, atom 8 (C): -0.9980